DFT (wB97M-V/def2-TZVPD) results for a 17-piece molecular cluster, C41H99N17O17 overall at a distorted geometry.

Structure (XYZ):
```
174
Properties=species:S:1:pos:R:3:forces:R:3
O -1.119782 -2.855755 0.439619 0.76 -0.21 0.55
C -2.219890 -2.763647 -0.094612 0.28 -1.69 -0.75
N -2.777311 -1.608893 -0.336369 -0.19 3.13 -0.23
C -2.961739 -4.000672 -0.602955 -0.38 1.39 -0.19
H -2.221399 -0.739105 -0.212802 -0.46 -1.18 0.08
H -3.579654 -1.398750 -0.929329 -0.01 -0.81 0.15
H -2.511723 -4.302753 -1.538343 0.11 0.18 -0.49
H -4.007385 -3.686525 -0.785871 0.38 -0.77 0.13
H -2.805171 -4.851316 0.030006 -0.35 -0.27 0.69
O 2.047832 -6.202459 2.212518 0.84 -0.66 0.22
C 0.886913 -5.843407 2.225453 -2.09 1.74 0.35
N 0.268804 -5.308354 1.143723 1.36 -1.33 -0.26
C 0.041507 -5.782671 3.534638 0.17 -1.54 -0.28
H 0.693578 -5.474541 0.209159 -0.54 0.43 0.63
H -0.678737 -5.018641 1.230974 -0.38 0.38 -0.22
H -0.960180 -5.321157 3.535359 0.61 0.20 -0.42
H 0.671643 -5.375904 4.316158 0.01 0.25 0.13
H -0.144916 -6.841804 3.830377 0.22 0.56 -0.16
O 0.898843 -1.274584 -4.017195 -0.36 -0.27 0.28
C -0.268602 -1.039280 -4.307570 -1.32 -0.20 -0.65
N -0.602846 0.116946 -4.905290 0.62 -0.45 0.03
C -1.510487 -1.954279 -4.157050 1.47 0.06 0.25
H 0.176979 0.731081 -4.983502 0.02 0.84 -0.23
H -1.548599 0.360637 -5.119586 -0.13 0.41 0.01
H -1.862076 -1.866729 -3.120670 -0.17 -0.21 -0.39
H -1.253884 -2.961630 -4.453622 0.34 -0.46 0.56
H -2.248972 -1.708900 -4.903000 -0.47 0.59 0.07
O 1.263192 -5.335039 -1.816052 0.83 1.22 0.05
C 1.679462 -4.238653 -2.229960 -0.63 -0.63 -1.16
N 1.261541 -3.045975 -1.747449 -1.27 -0.37 1.97
C 2.599107 -4.083251 -3.450062 -0.42 0.49 0.19
H 1.280585 -2.178981 -2.292439 0.11 -0.66 0.08
H 0.551109 -3.125916 -0.963454 1.03 0.40 -1.25
H 2.158582 -3.305536 -4.103942 0.35 -0.37 0.30
H 2.787562 -4.978855 -4.012961 -0.42 -0.60 -0.03
H 3.580974 -3.760944 -3.133548 0.27 0.42 0.23
O 4.961570 2.402353 3.958916 0.03 -0.03 0.20
C 4.647906 1.501358 3.183774 0.47 0.93 1.12
N 5.437666 0.423418 3.056247 -0.39 -0.58 -0.46
C 3.379691 1.594507 2.431168 -0.41 -0.05 -0.35
H 6.171863 0.379167 3.745217 0.23 -0.28 -0.40
H 5.227007 -0.324461 2.394116 0.23 0.18 0.45
H 2.637583 2.104406 3.062173 0.28 -0.35 -0.14
H 3.039137 0.571284 2.208119 -0.08 0.62 -0.59
H 3.564425 2.273857 1.576288 -0.30 -0.76 0.05
O -4.701699 -1.520351 -2.369229 0.18 -0.93 0.09
C -5.215021 -0.551158 -2.889613 0.82 0.54 -0.39
N -4.706153 0.005677 -4.022587 0.10 -1.02 0.32
C -6.352628 0.126432 -2.207865 -0.78 1.10 1.75
H -3.988468 -0.460256 -4.595749 -0.75 0.51 0.80
H -5.232679 0.739063 -4.411842 -0.20 0.87 -0.81
H -6.955451 0.866531 -2.743454 0.32 -0.21 -0.40
H -5.988478 0.679865 -1.276440 -0.10 -0.96 -1.27
H -7.038163 -0.635726 -1.819781 0.20 0.04 -0.19
O -3.909003 0.845388 0.166778 0.04 -1.38 -0.84
C -3.894921 2.045478 0.227906 -0.49 2.81 2.23
N -3.128158 2.716002 1.154892 0.95 -0.55 -0.86
C -4.917434 2.951010 -0.448140 0.72 0.85 -0.74
H -2.947019 3.721481 1.028362 -0.26 -0.41 0.09
H -2.289984 2.182485 1.398018 -0.53 0.29 0.44
H -4.726066 4.054946 -0.404120 0.53 -1.05 0.03
H -5.862531 2.887740 0.077131 -0.39 -0.68 -0.29
H -4.904718 2.630787 -1.501498 -0.73 0.20 0.31
O 3.832670 1.870550 -2.042889 -0.16 -2.88 -0.53
C 3.980748 0.620179 -2.183912 0.73 1.24 0.68
N 4.074396 -0.219350 -1.101508 0.07 0.78 -1.08
C 4.075214 -0.110924 -3.546928 -1.14 0.32 2.13
H 3.914812 0.174004 -0.189568 0.21 -0.06 0.02
H 4.539325 -1.128614 -1.126384 -0.66 0.56 -0.04
H 3.217095 -0.795260 -3.486715 0.32 -0.06 -0.42
H 4.999554 -0.686165 -3.621274 -0.05 0.34 -0.33
H 3.842030 0.637296 -4.275421 0.48 0.12 -0.80
O 1.476659 1.604158 6.822980 -1.91 -0.16 0.39
C 2.494006 1.065752 6.456992 0.53 0.47 0.24
N 3.645164 1.727060 6.670847 2.05 -0.06 -0.98
C 2.606708 -0.277479 5.790053 -0.34 1.28 -0.47
H 4.404472 1.552717 6.003436 -0.26 0.09 0.54
H 3.593306 2.702248 6.937672 -0.32 -0.25 0.02
H 3.571233 -0.646711 5.972945 1.31 -0.80 0.17
H 2.489233 -0.138782 4.717664 -0.06 0.04 -0.18
H 1.864411 -0.953715 6.122222 -0.79 -0.58 0.43
O 5.796888 -6.243333 5.915674 0.17 0.05 0.51
C 4.848130 -6.611029 5.258842 0.20 0.02 -0.35
N 4.980093 -7.468448 4.218941 -0.08 0.22 0.53
C 3.445365 -6.125366 5.463157 -0.81 -0.08 -1.20
H 5.832291 -7.924361 4.032024 1.00 -0.21 -0.13
H 4.223885 -7.618291 3.616077 -1.06 -0.33 -0.80
H 3.188218 -6.093778 6.504848 -0.05 0.19 0.41
H 2.706294 -6.713446 4.888985 0.37 -0.08 0.51
H 3.346950 -5.153057 4.977001 0.20 0.30 0.42
C 1.392666 5.206134 -3.642880 -1.82 0.46 0.58
C 1.593991 5.393093 -2.144556 1.46 -1.38 -0.87
O 0.963152 6.161903 -1.455082 -0.08 0.56 0.32
N 2.566857 4.540410 -1.700988 -1.14 0.00 1.49
C 2.665125 4.245376 -0.226503 1.26 0.03 -1.79
H 1.759942 4.229783 -3.913954 0.87 0.14 -0.69
H 1.695610 6.110322 -4.214139 -0.14 -0.97 0.15
H 0.295523 5.017524 -3.709346 0.45 0.73 -0.31
H 2.887813 3.812431 -2.338476 0.01 0.21 0.56
H 1.864351 4.709230 0.322162 -0.34 0.22 0.01
H 3.641914 4.660090 0.063891 -0.37 -0.32 0.48
H 2.651686 3.156127 -0.117299 0.01 0.31 0.06
C 2.297550 -2.332778 2.149783 1.90 -0.01 1.17
C 3.539997 -2.764465 1.363478 -1.39 -1.74 1.33
O 4.228043 -1.941960 0.821300 1.48 1.64 -0.81
N 3.874003 -4.076241 1.370643 0.78 1.59 -0.99
C 4.905207 -4.567571 0.464727 -1.37 -0.15 0.73
H 1.508706 -2.088125 1.472325 -0.86 -0.32 -0.29
H 2.621495 -1.372087 2.613667 -0.38 -0.68 -0.08
H 2.096880 -3.067002 2.965249 -0.43 0.56 -0.82
H 3.207133 -4.753015 1.576751 -1.66 -1.25 0.85
H 5.752483 -3.988329 0.633743 1.70 0.93 0.12
H 4.604004 -4.435258 -0.578501 0.05 -0.57 0.04
H 5.090652 -5.570318 0.837442 0.14 -0.29 -0.80
C -2.127576 3.427891 -7.233571 -0.81 -0.64 0.79
C -3.105618 2.212728 -7.204918 0.55 -0.36 -0.32
O -3.443965 1.634506 -6.174700 0.41 0.51 -0.05
N -3.567292 1.763070 -8.403744 0.70 0.41 0.66
C -4.440196 0.629653 -8.503868 -0.14 -1.06 1.10
H -1.316761 3.375134 -7.952801 0.00 -0.47 -0.19
H -1.685026 3.509219 -6.211455 -0.58 0.25 -0.85
H -2.733103 4.290033 -7.538417 0.23 0.11 0.49
H -3.339468 2.263344 -9.230512 0.22 0.30 -0.46
H -4.183454 -0.131978 -7.716510 -0.14 0.90 -0.60
H -4.271976 0.104131 -9.451100 -0.51 0.46 0.04
H -5.469259 0.962638 -8.285664 0.16 -0.53 -0.56
C 1.557018 4.563383 3.750714 0.01 -1.23 1.24
C 0.494449 3.498347 3.531470 0.07 0.78 -1.08
O -0.167829 3.398186 2.494660 0.20 0.26 -0.39
N 0.387679 2.615807 4.493180 0.47 -1.30 1.80
C -0.410371 1.421861 4.376792 -0.23 -1.65 1.09
H 1.244009 5.477242 3.308084 -0.30 0.95 0.09
H 2.408201 4.228874 3.169713 0.41 0.00 0.04
H 1.846231 4.596522 4.851856 -0.32 0.39 -1.53
H 0.936663 2.692027 5.363638 -0.53 -0.04 -0.75
H -0.010598 0.593549 3.733396 0.26 0.85 0.39
H -1.382165 1.612556 3.968055 -0.57 0.46 -0.18
H -0.551658 0.986471 5.411254 0.24 0.56 -1.18
C -2.427270 -1.644975 3.274298 -1.22 -0.13 -0.40
C -3.403348 -2.819372 3.298914 0.18 -1.59 0.81
O -3.242252 -3.813456 4.034294 0.07 1.44 -0.72
N -4.473282 -2.759443 2.470654 0.92 2.47 -0.66
C -5.354609 -3.866472 2.264749 -0.16 0.35 0.79
H -2.544329 -1.021125 2.384066 -0.07 -0.10 0.03
H -1.448323 -2.060863 3.282936 0.86 -0.20 0.17
H -2.612257 -1.020869 4.141881 0.11 0.00 0.25
H -4.342177 -2.093537 1.667607 -0.49 -0.90 1.24
H -5.643792 -4.424588 3.158877 0.30 0.45 0.00
H -4.834005 -4.480423 1.613327 0.62 -2.00 -1.28
H -6.213694 -3.506607 1.757612 -0.98 0.28 -0.35
C -0.924330 6.898184 1.028933 1.91 2.04 0.36
C -1.898477 6.227950 0.163097 -2.42 -3.36 -0.13
O -2.789050 5.431945 0.599684 1.47 1.86 -0.29
N -1.773759 6.357021 -1.165599 0.77 2.04 0.75
C -2.759523 6.060492 -2.163563 1.28 -2.27 -0.03
H -0.229646 7.601495 0.497141 -0.63 -0.83 -0.05
H -0.241448 6.258964 1.605271 -0.70 -0.32 -0.24
H -1.425906 7.577637 1.713761 -0.37 -0.32 0.32
H -1.151366 7.122310 -1.401784 0.20 -0.54 -0.28
H -3.245593 5.093054 -1.935846 0.48 0.36 -0.22
H -2.141794 5.982490 -3.090663 -1.18 0.17 0.29
H -3.534938 6.763108 -2.142841 -1.06 1.35 -0.55
C -1.405688 2.974550 -1.773196 2.12 -0.44 -1.22
C -1.031668 1.592635 -1.290362 0.14 0.80 0.76
O -1.290293 0.592848 -1.933456 0.31 -0.39 0.06
N -0.281206 1.631922 -0.146653 0.12 -0.42 0.04
C 0.388371 0.465235 0.399226 0.12 -0.08 -0.45
H -1.418865 3.733229 -1.006992 -0.11 0.19 0.14
H -2.284130 2.908132 -2.373000 -0.77 0.14 -0.30
H -0.525228 3.187586 -2.493922 -1.34 0.03 1.02
H -0.472045 2.348722 0.542875 0.31 0.36 -0.33
H 1.096162 0.769369 1.168535 -0.26 0.13 0.09
H 0.968667 -0.066141 -0.357183 -0.08 0.16 -0.23
H -0.323908 -0.242374 0.783431 -0.23 -0.51 0.48
```
Positions in Å, forces in eV/Å.

* lowest unoccupied orbital energy: 0.00073 hartree
* Kohn-Sham gap: 9.10 eV